# C38H26F5IrN6OS3Se

A structure of composition C38H26F5IrN6OS3Se at a distorted geometry (ωB97M-V/def2-TZVPD, OMol25).

Each line ends with the Löwdin charge.
CARTESIAN COORDINATES (ANGSTROEM)
1 Ir -0.023 -0.205 -0.571  1.452
2 C 1.404 -0.115 -6.042  -0.086
3 C 1.289 -1.365 -5.455  -0.074
4 C 1.324 -1.508 -4.080  -0.029
5 C 1.504 -0.387 -3.271  -0.323
6 C 1.664 0.864 -3.873  -0.034
7 C 1.588 1.002 -5.243  -0.074
8 N 1.541 -0.454 -1.868  -0.075
9 C 2.765 -0.299 -1.285  -0.231
10 C 3.978 -0.610 -1.904  0.003
11 C 5.164 -0.460 -1.207  -0.064
12 C 5.171 0.033 0.092  -0.086
13 C 3.990 0.390 0.717  0.000
14 C 2.781 0.208 0.045  -0.226
15 N 1.545 0.542 0.504  -0.102
16 N 1.377 1.174 1.621  0.085
17 C 0.163 1.648 1.902  -0.384
18 C -0.029 2.384 3.091  -0.018
19 C -1.284 2.848 3.388  -0.052
20 C -2.330 2.606 2.495  -0.036
21 C -2.055 1.906 1.332  -0.128
22 N -0.862 1.432 1.039  0.056
23 H 1.350 -0.010 -7.116  0.100
24 H 1.167 -2.240 -6.078  0.105
25 H 1.222 -2.482 -3.628  0.118
26 H 1.829 1.727 -3.246  0.104
27 H 1.683 1.983 -5.686  0.104
28 H 3.978 -0.989 -2.915  0.118
29 H 6.094 -0.735 -1.681  0.108
30 H 6.106 0.136 0.619  0.101
31 H 3.978 0.806 1.710  0.109
32 H 0.824 2.552 3.726  0.115
33 H -1.465 3.403 4.296  0.113
34 H -3.333 2.947 2.696  0.106
35 H -2.837 1.716 0.609  0.103
36 F -0.978 -2.473 -2.105  0.018
37 C -1.312 -1.152 -1.951  -0.489
38 F -1.263 -0.674 -3.256  -0.076
39 C -2.815 -1.130 -1.603  -0.619
40 F -3.217 -2.242 -1.000  0.172
41 F -3.590 -0.965 -2.689  0.113
42 F -3.136 -0.096 -0.803  0.058
43 O -0.952 -1.181 1.030  -0.319
44 C -1.096 -2.029 2.089  -0.615
45 C -2.495 -2.613 1.978  -0.454
46 C -3.634 -1.886 1.801  -0.156
47 C -4.779 -2.698 1.667  -0.184
48 C -4.490 -4.022 1.745  -0.406
49 S -2.808 -4.309 1.963  1.085
50 C -0.994 -1.291 3.423  -0.413
51 C -1.972 -1.004 4.327  -0.106
52 C -1.485 -0.341 5.476  -0.182
53 C -0.144 -0.137 5.430  -0.405
54 S 0.553 -0.754 3.985  1.074
55 C -0.067 -3.128 2.108  -0.533
56 C 0.209 -4.003 3.118  -0.160
57 C 1.253 -4.891 2.789  -0.178
58 C 1.746 -4.670 1.543  -0.402
59 S 0.947 -3.377 0.739  1.060
60 H -3.637 -0.810 1.752  0.113
61 H -5.771 -2.310 1.521  0.100
62 H -5.158 -4.857 1.680  0.056
63 H -3.005 -1.282 4.207  0.109
64 H -2.114 -0.036 6.294  0.099
65 H 0.483 0.341 6.157  0.060
66 H -0.313 -4.000 4.059  0.121
67 H 1.616 -5.655 3.452  0.100
68 H 2.530 -5.196 1.038  0.057
69 Se -2.121 1.838 -2.897  1.300
70 N -0.665 1.838 -1.885  -0.253
71 C -0.158 3.077 -1.865  -0.367
72 C 1.000 3.496 -1.189  -0.025
73 C 1.395 4.802 -1.296  -0.060
74 C 0.665 5.733 -2.060  -0.073
75 C -0.465 5.362 -2.736  -0.015
76 C -0.897 4.024 -2.658  -0.376
77 N -1.968 3.525 -3.275  -0.226
78 H 1.562 2.782 -0.608  0.094
79 H 2.294 5.130 -0.792  0.109
80 H 1.017 6.753 -2.115  0.106
81 H -1.036 6.063 -3.325  0.115

## Properties
**Calculated total energy**: -6066.9835 hartree

# C38H27BCl2F4N5O2V

A structure of composition C38H27BCl2F4N5O2V at a distorted geometry (ωB97M-V/def2-TZVPD, OMol25).

Each line ends with the Löwdin charge.
CARTESIAN COORDINATES (ANGSTROEM)
1 V 0.915 -0.275 0.889  0.915
2 C 3.731 -3.491 1.498  -0.017
3 C 2.746 -2.527 1.757  -0.072
4 N 2.508 -1.537 0.925  0.025
5 C 3.300 -1.374 -0.167  -0.129
6 C 4.306 -2.296 -0.507  -0.152
7 C 4.483 -3.396 0.361  0.002
8 C 5.048 -2.076 -1.692  -0.063
9 C 4.725 -1.017 -2.493  -0.096
10 C 3.739 -0.074 -2.138  -0.023
11 C 3.068 -0.179 -0.932  -0.198
12 N 2.172 0.669 -0.336  -0.010
13 C 1.836 1.929 -0.736  -0.190
14 C 2.542 2.832 -1.515  -0.020
15 C 2.052 4.136 -1.718  -0.092
16 C 0.901 4.587 -1.130  -0.066
17 C 0.163 3.718 -0.294  -0.159
18 C -0.977 4.096 0.444  -0.009
19 C -1.574 3.185 1.270  -0.053
20 C -1.088 1.872 1.321  -0.092
21 N -0.049 1.479 0.616  0.031
22 C 0.607 2.389 -0.150  -0.119
23 H 3.841 -4.322 2.180  0.116
24 H 2.117 -2.599 2.632  0.121
25 H 5.216 -4.156 0.115  0.115
26 H 5.842 -2.761 -1.963  0.102
27 H 5.254 -0.880 -3.430  0.097
28 H 3.502 0.720 -2.830  0.091
29 H 3.497 2.562 -1.939  0.092
30 H 2.624 4.808 -2.347  0.099
31 H 0.563 5.607 -1.272  0.102
32 H -1.349 5.112 0.367  0.116
33 H -2.432 3.451 1.872  0.105
34 H -1.562 1.121 1.938  0.122
35 N 1.129 0.087 2.460  -0.062
36 C 1.064 0.250 3.819  -0.328
37 C 1.888 1.159 4.497  -0.039
38 C 1.768 1.324 5.868  -0.112
39 C 0.843 0.583 6.591  -0.119
40 C 0.037 -0.340 5.932  -0.097
41 C 0.137 -0.507 4.562  -0.018
42 H 2.611 1.725 3.922  0.104
43 H 2.399 2.042 6.381  0.093
44 H 0.753 0.718 7.661  0.090
45 H -0.676 -0.930 6.495  0.099
46 H -0.470 -1.223 4.020  0.118
47 F 0.426 -4.511 3.219  0.084
48 B 0.081 -4.616 1.855  -1.224
49 F 0.283 -3.335 1.250  0.081
50 F -1.272 -4.976 1.709  0.090
51 F 0.914 -5.552 1.215  0.091
52 Cl -4.177 1.719 -0.827  0.747
53 C -3.234 2.104 -2.232  -0.576
54 C -3.319 3.405 -2.702  -0.130
55 C -2.494 3.842 -3.722  -0.100
56 C -1.525 2.986 -4.218  -0.121
57 C -1.445 1.692 -3.748  -0.576
58 Cl -0.184 0.659 -4.344  0.726
59 C -2.340 1.167 -2.795  -0.283
60 N -2.252 -0.171 -2.471  0.087
61 C -3.312 -1.026 -2.122  -0.218
62 C -4.568 -0.827 -2.702  -0.068
63 C -5.640 -1.641 -2.390  -0.102
64 C -5.471 -2.679 -1.488  -0.098
65 C -4.214 -2.913 -0.954  -0.031
66 C -3.113 -2.121 -1.272  -0.131
67 C -1.758 -2.562 -0.762  -0.019
68 C -0.798 -1.511 -0.236  -0.610
69 O -0.987 -1.015 0.909  -0.054
70 O 0.193 -1.135 -0.932  -0.047
71 H -4.025 4.077 -2.231  0.099
72 H -2.567 4.856 -4.092  0.100
73 H -0.827 3.312 -4.977  0.102
74 H -1.324 -0.569 -2.486  0.085
75 H -4.694 -0.011 -3.404  0.111
76 H -6.603 -1.460 -2.851  0.097
77 H -6.305 -3.313 -1.213  0.095
78 H -4.064 -3.735 -0.264  0.119
79 H -1.241 -3.077 -1.576  0.145
80 H -1.893 -3.269 0.055  0.112

## Properties
**2S+1**: 2
**Charge**: -1
**Calculated total energy**: -4177.7415 hartree
**Energy above the lowest of the compared OMol25 structures with the same formula, charge and spin**: 1.0811 eV

# C38H27NO7V

A structure of composition C38H27NO7V at a distorted geometry (ωB97M-V/def2-TZVPD, OMol25).

Each line ends with the Löwdin charge.
CARTESIAN COORDINATES (ANGSTROEM)
1 V -0.545 0.112 0.206  1.184
2 O -0.250 -0.998 1.525  -0.129
3 C 0.283 -0.419 2.717  -0.390
4 C 1.824 -0.267 2.473  -0.039
5 C 2.368 0.266 1.148  -0.186
6 C 3.778 0.619 1.169  0.013
7 C 4.318 0.928 -0.009  -0.004
8 C 3.422 1.087 -1.139  0.045
9 C 2.068 0.863 -1.047  -0.220
10 C 1.136 1.032 -2.229  -0.031
11 C 0.313 -0.215 -2.530  -0.283
12 O -0.160 -0.712 -1.171  -0.182
13 C -0.951 -0.163 -3.403  -0.135
14 C -1.644 1.005 -3.737  -0.012
15 C -2.897 0.868 -4.362  -0.038
16 C -3.400 -0.435 -4.655  -0.027
17 C -2.776 -1.583 -4.127  -0.045
18 C -1.510 -1.457 -3.569  -0.008
19 C 1.369 -1.287 -2.934  -0.174
20 C 1.879 -1.289 -4.226  -0.020
21 C 2.952 -2.121 -4.515  -0.052
22 C 3.481 -2.984 -3.557  -0.075
23 C 2.894 -3.055 -2.320  -0.059
24 C 1.864 -2.158 -1.941  -0.002
25 N 1.567 0.518 0.154  0.094
26 C 0.136 -1.335 3.951  -0.153
27 C 0.593 -0.926 5.195  -0.031
28 C 0.574 -1.753 6.296  -0.069
29 C 0.168 -3.062 6.181  -0.093
30 C -0.311 -3.494 4.972  -0.069
31 C -0.343 -2.623 3.878  -0.023
32 C -0.346 0.943 2.849  -0.194
33 C -1.745 1.081 2.811  -0.021
34 C -2.395 2.343 2.825  -0.040
35 C -1.674 3.508 3.020  -0.046
36 C -0.294 3.412 3.129  -0.031
37 C 0.358 2.169 2.941  -0.003
38 H 2.146 -1.301 2.489  0.145
39 H 2.286 0.104 3.378  0.126
40 H 4.286 0.472 2.123  0.134
41 H 5.392 0.975 -0.178  0.127
42 H 3.769 1.360 -2.124  0.123
43 H 1.742 1.217 -3.130  0.148
44 H 0.464 1.894 -2.062  0.130
45 H -1.236 1.946 -3.525  0.099
46 H -3.563 1.684 -4.574  0.097
47 H -4.358 -0.486 -5.189  0.118
48 H -3.239 -2.546 -4.201  0.106
49 H -1.011 -2.392 -3.238  0.141
50 H 1.512 -0.596 -4.981  0.132
51 H 3.367 -2.062 -5.483  0.098
52 H 4.290 -3.658 -3.794  0.111
53 H 3.383 -3.636 -1.536  0.112
54 H 1.425 -2.201 -0.963  0.105
55 H 0.964 0.074 5.310  0.116
56 H 0.917 -1.493 7.285  0.112
57 H 0.232 -3.776 7.041  0.130
58 H -0.694 -4.560 4.927  0.134
59 H -0.722 -3.028 2.953  0.114
60 H -2.386 0.177 2.806  0.145
61 H -3.472 2.374 2.727  0.117
62 H -2.181 4.399 3.110  0.092
63 H 0.311 4.271 3.284  0.103
64 H 1.486 2.190 2.832  0.135
65 O -4.605 3.037 -2.872  0.189
66 C -4.056 2.684 -1.867  -0.205
67 C -2.667 3.213 -1.370  -0.256
68 O -2.151 4.206 -1.753  0.174
69 C -2.055 2.076 -0.613  -0.210
70 C -2.926 1.043 -0.523  -0.209
71 O -2.365 0.015 0.040  -0.049
72 C -4.259 1.356 -1.148  -0.234
73 O -5.256 0.699 -1.117  0.186
74 O -0.876 1.848 -0.033  -0.090

## Properties
**Charge**: +1
**Calculated total energy**: -2989.4447 hartree
**Energy above the lowest of the compared OMol25 structures with the same formula, charge and spin**: 0.0475 eV